DFT (wB97M-V/def2-TZVPD) results for a molecular structure, H30O23S2Zn2.

Kohn-Sham gap in eV: 2.49
Relative energy (zero: lowest compared OMol25 entry of this formula, charge and spin) in eV: 17.4131
Lowest unoccupied orbital energy in eV: -6.192
Charge: 0
Total energy in a.u.: -6102.97041

XYZ file:
```
57
Properties=species:S:1:pos:R:3:forces:R:3
O 1.254723 -0.085807 0.765500 2.106 0.616 3.909
O 1.594353 -1.932257 -6.107990 0.034 -0.187 -0.150
H 2.918593 -1.776057 4.006990 -0.181 0.158 -0.164
S 0.645533 -0.027317 -0.511190 -0.554 1.446 -1.468
H 4.266653 0.924233 -3.816060 -0.211 -0.158 0.071
H -1.505247 -2.016087 4.998480 -0.108 0.058 -0.254
O 6.502793 -2.273817 1.594190 0.142 -0.149 -0.101
S -4.479957 2.486283 3.584440 -1.757 1.623 2.728
H -1.008257 2.747213 -5.781440 -0.210 0.032 -0.096
O -3.788597 3.195123 2.553860 0.763 1.599 -1.213
H 1.456403 -5.045147 2.845760 0.186 0.129 0.188
H -3.659567 -4.056477 -3.004990 0.265 -0.001 -0.120
O 0.337933 1.432463 -0.685510 0.130 -0.768 -0.117
O -0.601507 -0.715737 -0.429240 -2.166 -0.947 -0.870
O -4.325217 1.127653 3.210400 1.423 -4.170 -0.340
H 1.666883 7.689663 -2.199240 0.153 0.174 0.119
H -6.109627 0.401873 -2.923760 0.062 -0.064 -0.259
H 3.767883 -1.738497 5.259660 0.092 0.131 0.231
O -4.382217 -4.021517 -2.378270 -0.033 0.159 0.275
H 4.306693 2.073583 1.241580 -0.236 -0.159 0.012
O -1.193397 -1.999177 5.903300 -0.066 0.114 0.168
O -5.933667 2.706403 3.530710 -0.101 1.222 0.140
O -3.320367 -4.474037 2.551500 -0.148 0.266 -0.183
O 1.127793 6.975473 -2.539190 -0.106 -0.215 0.185
H -4.803387 4.042433 -2.679690 -0.215 -0.117 0.153
H 0.931743 7.230883 -3.440610 -0.074 0.012 -0.262
O -0.080007 2.594543 -5.604550 0.131 -0.046 -0.176
O 3.734273 -4.627597 -2.089000 -0.191 -0.191 0.021
O -4.029587 2.761233 4.966750 -0.316 -0.423 -1.473
H -0.657967 -2.788147 5.987380 0.179 -0.187 0.061
O -3.974017 4.466913 -2.899240 0.191 0.129 0.118
O 5.000933 1.401193 -4.202810 0.098 -0.008 -0.208
H 1.724383 -1.945787 -5.159760 0.056 -0.039 0.249
O 5.153293 2.513423 1.163810 0.204 -0.103 0.068
Zn -4.509757 -1.776357 0.479870 0.149 0.121 0.020
H -0.024077 2.534983 -4.650850 0.088 -0.013 0.292
H -2.562687 -5.056087 2.609670 0.324 -0.164 -0.078
H -5.140447 -4.339667 -2.868280 -0.231 -0.096 -0.081
H -7.019187 0.688473 -1.747980 -0.251 0.078 0.139
H 1.153803 -5.425297 1.411950 0.082 0.008 -0.281
H 4.691133 -4.615147 -2.111220 0.261 -0.037 0.018
H 4.948073 3.360873 0.768900 -0.004 0.232 -0.101
H 5.270703 2.018723 -3.523020 0.105 0.157 0.157
O 1.588933 -0.561877 -1.443770 0.378 -0.242 -1.446
O 3.335603 -2.342667 4.656060 0.067 -0.283 -0.115
H 3.480703 -3.706977 -2.155270 -0.096 0.251 0.001
H 5.942913 -2.331857 2.368400 -0.155 -0.090 0.251
H -3.829247 4.248973 -3.819990 0.059 -0.004 -0.230
H 1.033143 1.856543 4.021000 0.001 -0.168 -0.218
H 1.098933 3.180453 4.752310 0.056 0.249 0.034
Zn -1.105877 5.157353 0.063620 0.038 -0.154 -0.042
O 0.903683 -5.619067 2.315350 -0.292 -0.119 0.105
H -3.784647 -4.601057 3.378870 -0.158 -0.014 0.220
O 0.774033 2.284103 4.837260 -0.057 -0.085 0.161
H 1.099423 -1.129307 -6.270920 -0.102 0.253 -0.086
H 6.259643 -1.443917 1.183860 -0.008 0.238 -0.136
O -6.143047 0.371683 -1.967610 0.206 -0.053 0.171
```
Forces are in eV/Å.



DFT (wB97M-V/def2-TZVPD) results for a molecular structure, C28H35N8O5RbS.

Kohn-Sham gap in eV: 4.57
Relative energy (zero: lowest compared OMol25 entry of this formula, charge and spin) in eV: 0.7116
Lowest unoccupied orbital energy in eV: 3.569
Charge: -2
Total energy in a.u.: -2324.52377

XYZ file:
```
78
Properties=species:S:1:pos:R:3:forces:R:3
H 2.058616 0.575659 -2.230584 0.067 -0.070 -0.078
H -1.646749 -5.884488 3.426613 0.005 0.000 -0.002
H 0.656563 -1.966049 -2.654891 -0.006 -0.008 0.005
H -3.463595 1.924589 -1.082132 0.006 -0.001 0.008
C -1.379686 -2.192799 4.616044 0.091 0.238 0.069
H -3.853449 -1.522259 -0.962068 -0.012 -0.013 0.025
H -0.416340 -5.323181 5.509979 0.002 0.000 0.001
O 0.697779 3.458981 -2.663224 -0.006 0.017 0.102
C -0.229669 0.158560 -4.588368 0.014 0.009 -0.022
C 1.765014 0.565719 2.703661 0.210 -0.071 -0.089
H 1.510236 -1.446159 3.380525 0.014 -0.012 0.001
N -2.691492 0.126244 -0.413509 0.107 0.056 -0.056
C 3.132638 5.497573 -0.967094 -0.037 -0.043 0.037
C -3.474568 0.869666 -1.376483 -0.017 -0.034 0.033
C -1.575252 -4.857324 3.761000 -0.012 -0.029 -0.011
C 2.571334 1.477140 2.040226 0.025 0.061 -0.023
H 0.558039 -0.902561 0.860952 -0.029 -0.155 0.036
C 2.164775 -0.760058 2.855228 -0.073 -0.015 0.030
H -0.513751 2.279030 -4.415990 -0.001 0.002 0.027
C 2.662101 6.426634 -2.042107 -0.036 -0.003 0.004
H -1.489063 -1.807740 -1.911424 0.015 0.040 0.018
H -0.113077 -3.300101 -0.242455 0.005 -0.005 0.017
H -2.859511 -0.301655 -3.071955 -0.009 -0.008 0.002
N 1.338183 -0.008519 -2.640023 -0.064 0.228 0.217
H 3.702521 -2.193983 2.450292 -0.010 -0.001 0.011
H -1.917426 1.407851 -5.056053 0.003 0.016 0.001
C 1.593686 5.712056 -2.810667 0.017 -0.019 -0.042
C -2.938669 -1.301528 -0.388740 -0.031 -0.021 -0.040
C -2.164412 -3.833579 3.032689 -0.012 0.021 0.071
C -1.813603 -2.181894 -0.936897 0.003 -0.069 0.005
C -2.959540 0.757140 -2.805580 -0.049 0.010 -0.054
O 4.025071 5.723347 -0.153879 0.016 0.012 0.014
C 1.456662 4.369498 -2.224938 0.028 0.090 -0.146
H 2.381879 -0.888517 -0.388680 -0.056 0.010 -0.024
C -1.114018 1.374765 -4.298118 -0.029 -0.027 -0.078
H -3.142344 -1.622041 0.640711 -0.003 0.043 0.009
C -0.605363 -2.342699 -0.006852 -0.046 -0.042 -0.044
O 0.969918 6.165730 -3.766997 -0.007 -0.004 -0.011
H -2.758900 0.545847 0.509389 -0.001 -0.032 0.014
H -4.534170 0.554782 -1.376386 -0.005 0.008 0.011
N -0.424701 0.307393 2.918304 0.099 0.010 -0.011
N -1.680397 1.399577 -2.962315 0.221 0.084 0.170
C 1.605869 -1.564989 -0.763221 0.117 0.024 0.010
C -0.886570 -4.539274 4.927372 0.002 0.017 -0.002
O 2.428360 3.265293 -0.312612 0.186 0.097 -0.070
C 3.382461 -1.165299 2.332701 0.060 0.007 -0.033
H -2.542390 -1.716717 2.887256 -0.002 -0.014 -0.009
C -1.696289 0.712476 3.468904 -0.234 0.004 -0.209
H 2.412409 -1.843594 -2.732149 -0.012 0.006 -0.013
N 0.525784 1.021604 3.243766 -0.136 0.071 0.041
H -0.162317 0.054812 -5.677910 -0.013 -0.025 0.004
H -1.698614 2.351810 -2.617582 -0.043 0.051 -0.154
Rb 0.132341 1.874566 -0.480666 -0.499 -0.376 0.204
H 2.267203 2.506902 1.902269 -0.034 -0.007 0.017
C 2.332876 4.267381 -1.075176 0.105 -0.019 -0.106
C -2.075502 -2.513325 3.449532 -0.039 -0.014 -0.010
H -2.238939 -3.182576 -1.094497 0.006 0.001 -0.033
H 5.124750 -0.590976 1.214658 -0.002 0.000 -0.013
H -0.974558 -2.432476 1.020020 0.065 0.020 -0.075
N -2.152636 0.083371 4.500245 0.182 -0.041 0.142
H -3.728244 1.174913 -3.484892 0.008 -0.012 -0.008
H -2.702437 -4.059666 2.118938 0.000 -0.004 -0.003
N -1.199138 -0.869836 5.021258 -0.263 -0.155 -0.023
S -2.550624 1.858647 2.535624 0.108 -0.054 0.095
H 4.341548 1.774447 0.909853 0.013 -0.025 -0.011
N 0.375375 -1.275834 -0.059953 0.022 0.264 0.023
H 1.547814 1.290154 -4.228480 -0.005 0.002 0.024
C -0.786136 -3.226627 5.350791 0.010 -0.048 0.033
H 1.972886 -2.586569 -0.555009 -0.056 -0.019 -0.005
C 4.182573 -0.262478 1.636690 -0.021 -0.001 0.056
O 3.078006 7.554068 -2.261147 0.019 0.012 0.003
H -0.231055 -2.982570 6.250509 -0.003 -0.006 0.002
H 1.849970 -0.404101 -4.647794 0.002 0.013 -0.001
C 1.201744 0.268779 -4.056296 0.001 -0.030 -0.062
C 1.509321 -1.393287 -2.275334 0.028 -0.033 -0.031
H -1.194368 -0.784292 6.028347 0.046 0.001 -0.053
H -0.704596 -0.758082 -4.220043 -0.007 0.002 0.030
C 3.767858 1.052696 1.476822 -0.008 0.014 0.031
```
Forces are in eV/Å.



DFT (wB97M-V/def2-TZVPD) results for a gas-phase ion, C9H16F2N4 (charge +2).

Kohn-Sham gap in eV: 6.73
Structure (SMILES): FC1=[NH+]C=[NH+][C@@](F)(NC2CCCCC2)N1
Relative energy (zero: lowest compared OMol25 entry of this formula, charge and spin) in eV: 2.1777
Lowest unoccupied orbital energy in eV: -9.384
Charge: +2
Total energy in a.u.: -770.58301

XYZ file:
```
31
Properties=species:S:1:pos:R:3:forces:R:3
H -0.935194 -1.930339 -0.231740 0.269 -0.404 -0.665
H -2.850243 -1.308862 -0.525802 -1.052 0.711 -0.228
H -0.676851 -0.139068 -1.897943 -0.311 -0.905 -1.285
C 4.733716 -0.430205 -0.239622 0.420 -1.725 -2.671
N 3.529913 -0.913229 -0.283723 -0.709 -2.297 0.386
H 1.551570 -0.057493 -1.410679 0.105 0.142 -1.459
H 2.460710 1.935673 1.171352 -0.398 -0.669 -0.226
C -0.851038 0.553130 -1.124210 1.688 3.545 1.193
C -2.320043 0.799352 -0.743543 -1.123 -0.229 0.610
F 2.145444 -0.691334 1.583222 -0.036 -0.772 0.390
F 5.625808 -1.202323 -0.849739 -0.849 1.379 1.368
H 6.127102 0.705895 0.117877 0.647 1.605 0.306
H 3.374692 -1.919808 -0.625471 0.589 1.714 0.422
H -1.802576 -0.191112 1.966825 0.048 0.914 1.014
H 0.116995 0.690517 0.864682 -0.295 0.836 0.714
C 2.378008 -0.348147 0.357629 -0.918 1.486 -1.637
H -2.377193 -1.755330 1.566170 -0.723 -0.714 0.820
N 5.117079 0.787478 0.100050 1.663 -2.292 0.220
N 1.342335 -0.208143 -0.462348 1.215 -0.997 1.951
C -1.945019 -0.871570 1.168889 -0.435 -0.302 0.776
H -0.056539 -1.869444 1.221404 1.064 -0.672 1.330
H -0.315930 1.595326 -1.464156 -1.401 -2.323 0.554
C 0.002522 0.013382 0.050223 -1.564 -1.538 -0.409
H -2.971704 0.685281 -1.682376 0.997 1.425 1.272
N 3.076967 1.223624 0.752614 -1.532 1.822 1.590
H 4.629681 2.605189 0.990019 0.123 0.652 0.580
C -2.868081 -0.391451 0.099776 2.133 -0.656 -0.887
C -0.680230 -1.302899 0.605611 1.465 1.821 -2.317
H -3.758218 -0.254210 0.633694 -1.851 0.601 -0.262
H -2.386803 1.776864 -0.080227 -0.207 -1.747 -1.887
C 4.255523 1.634903 0.754708 0.978 -0.412 -1.562
```
Forces are in eV/Å.



DFT (wB97M-V/def2-TZVPD) results for a single C5H7NO molecule.

Kohn-Sham gap in eV: 9.16
Structure (SMILES): OCC#C[C@H]1CN1
Relative energy (zero: lowest compared OMol25 entry of this formula, charge and spin) in eV: 5.2378
Lowest unoccupied orbital energy in eV: 0.789
Charge: 0
Total energy in a.u.: -324.53198

XYZ file:
```
14
Properties=species:S:1:pos:R:3:forces:R:3
H 0.218725 2.198733 -0.052715 0.549 0.268 -0.039
C 1.221236 0.725829 0.786258 -0.852 -0.073 0.399
H 2.825064 0.931499 0.297408 2.244 1.716 -1.307
C -1.668398 -1.676246 -0.552171 0.036 -0.306 -0.196
C -0.593874 -0.858270 -0.117913 0.935 0.596 0.319
H -1.613929 -1.713809 -1.628861 -0.324 -0.415 -0.421
O -2.917315 -1.117445 -0.211634 -0.394 -0.361 0.161
C 2.082132 1.428495 -0.321667 -0.942 -1.358 0.453
H -2.882081 -0.906197 0.727233 -0.101 0.058 -0.010
N 1.090777 2.116184 0.479390 -0.101 0.943 0.495
C 0.297171 -0.176701 0.299239 -1.626 -0.714 -0.230
H 1.587616 0.480691 1.791015 0.503 0.275 -0.542
H -1.435812 -2.657152 -0.118624 -0.699 -0.263 -0.218
H 1.788688 1.224391 -1.376958 0.773 -0.367 1.136
```
Forces are in eV/Å.